{
  "formula": "C3H7NO",
  "method": "the ωB97M-V functional and the def2-TZVPD basis",
  "symbols": ["C", "N", "C", "O", "C", "H", "H", "H", "H", "H", "H", "H"],
  "positions_angstrom": [[0.86677, -0.05360, -1.82746], [0.66993, -0.47986, -0.58136], [-0.19100, -0.00893, 0.31795], [-0.98504, 1.02021, -0.15559], [0.10130, -0.03301, 1.77016], [-1.75172, 0.45418, -0.31256], [1.56350, -0.58255, -2.45530], [0.34150, 0.84392, -2.11718], [1.19671, -1.28969, -0.27227], [-0.81138, 0.13567, 2.35235], [0.81397, 0.76516, 2.02889], [0.52562, -0.99795, 2.06324]],
  "total_charge": 0,
  "homo_ev": -6.338,
  "orbital_gap_ha": 0.2615,
  "lumo_energy_ev": 0.78,
  "de_lowest_kcal_mol": 76.9,
  "largest_force_ev_per_a": 1.276
}